Computed, not measured: C23H51N5OSi3 as an isolated structure, with ωB97M-V with the def2-TZVPD basis set.

Output
spin multiplicity = 1
gap between HOMO and LUMO = 2.44 eV
max |F| = 3.5 eV/A
calculated total energy = -2124.430773 hartree
M = 498.0 g mol⁻¹

Atoms and positions in Å:
C 6.05 1.49 3.61
C 5.07 0.31 4.00
C 3.54 0.70 4.00
C 3.26 1.92 3.04
C 1.78 2.11 2.70
C 0.76 2.69 3.59
C 1.29 3.16 4.99
N -0.54 2.87 3.42
N -1.03 2.53 2.23
Si -2.85 2.83 2.09
C -3.84 1.19 2.00
C -3.30 4.05 0.70
C -3.46 3.66 3.71
C -0.22 2.02 1.28
C -0.86 1.69 -0.10
N -1.66 0.42 -0.05
C -0.99 -0.61 0.76
C 1.21 1.74 1.39
C 2.10 1.11 0.30
C 3.00 2.16 -0.49
C 2.42 3.60 -0.31
N 3.16 4.48 0.56
O 1.43 3.97 -0.88
H 7.06 1.27 4.03
H 6.16 1.58 2.50
H 5.72 2.46 4.06
H 5.38 -0.04 5.01
H 5.20 -0.49 3.23
H 2.95 -0.17 3.59
H 3.14 0.91 5.02
H 3.68 2.83 3.53
H 3.80 1.77 2.08
H 2.36 3.42 4.96
H 1.11 2.34 5.74
H 0.66 4.02 5.32
H -4.81 1.26 2.54
H -3.19 0.38 2.42
H -4.06 1.02 0.92
H -2.47 4.32 0.01
H -4.20 3.66 0.16
H -3.64 5.01 1.17
H -3.08 3.05 4.57
H -4.57 3.69 3.68
H -3.07 4.70 3.75
H -0.07 1.50 -0.87
H -1.45 2.54 -0.52
H -1.69 0.07 -1.01
H 0.12 -0.64 0.60
H -1.18 -0.47 1.85
H -1.36 -1.63 0.52
H 2.82 0.44 0.84
H 1.57 0.45 -0.42
H 4.07 2.12 -0.18
H 3.00 1.89 -1.58
H 2.74 5.40 0.43
H 3.02 4.15 1.52
C -1.33 -3.57 -7.35
Si -1.84 -4.19 -5.64
C -1.81 -6.07 -5.70
C -3.62 -3.63 -5.36
N -0.76 -3.54 -4.49
Si -0.88 -3.86 -2.83
C -0.69 -5.69 -2.41
C -2.50 -3.25 -2.08
C 0.51 -2.95 -1.94
H -2.01 -3.97 -8.12
H -1.37 -2.48 -7.39
H -0.32 -3.89 -7.59
H -2.34 -6.43 -6.59
H -2.30 -6.52 -4.83
H -0.78 -6.44 -5.75
H -3.67 -2.55 -5.21
H -4.07 -4.13 -4.50
H -4.24 -3.88 -6.24
H -1.57 -6.27 -2.70
H -0.55 -5.83 -1.33
H 0.19 -6.11 -2.91
H -2.71 -2.22 -2.39
H -2.45 -3.27 -0.98
H -3.35 -3.87 -2.37
H 0.43 -1.87 -2.10
H 1.49 -3.28 -2.30
H 0.46 -3.14 -0.86